91
Properties=species:S:1:pos:R:3:forces:R:3 method="wB97M-V/def2-TZVPD" spin_multiplicity=2 lumo_ev="2.321 / 2.322" de_lowest_kcal_mol=7.34 homo_energy_ha="-0.116 / -0.115" total_charge=-1 fmax_ev_per_a=1.1
Ir -0.233 0.395 0.435 0.490 -0.896 -0.393
N 1.816 3.953 1.904 0.027 0.251 0.044
C 1.257 2.892 1.199 -0.170 -0.229 -0.374
S 0.603 1.602 2.208 -0.286 -0.145 0.064
N 1.206 2.927 -0.077 0.073 0.093 0.171
N 0.691 1.766 -0.715 0.068 0.271 0.127
C -0.612 2.113 -1.332 -0.053 -0.381 -0.006
C -0.952 0.964 -2.249 -0.023 0.019 0.160
C -1.546 1.043 -3.499 0.141 -0.016 -0.015
C -2.050 -0.111 -4.074 -0.011 -0.036 -0.049
C -1.943 -1.314 -3.393 0.041 0.047 0.029
C -1.304 -1.322 -2.163 0.188 -0.042 -0.093
N -0.793 -0.225 -1.615 -0.529 0.396 0.267
H 2.200 3.686 2.795 0.031 -0.009 0.012
H 2.451 4.499 1.340 0.024 -0.007 -0.005
H -0.632 3.103 -1.798 -0.132 0.003 -0.048
H -1.633 2.006 -3.985 -0.014 0.002 -0.006
H -2.546 -0.070 -5.036 0.009 -0.001 -0.007
H -2.357 -2.230 -3.790 0.005 -0.005 -0.002
H -1.203 -2.239 -1.596 -0.054 0.001 0.034
Se 0.279 -5.397 5.633 0.000 0.039 -0.053
N -1.070 -4.708 4.669 0.006 0.024 0.001
C -0.560 -3.806 3.877 0.048 -0.054 0.054
C -1.338 -2.991 2.959 -0.002 0.011 0.024
C -2.707 -3.050 2.876 -0.032 0.036 -0.040
C -3.399 -2.223 1.983 0.098 -0.012 0.028
C -2.652 -1.308 1.265 -0.043 -0.023 0.046
N -1.326 -1.210 1.326 -0.038 -0.022 0.067
C -0.605 -2.094 2.103 -0.006 0.051 -0.016
C 0.777 -2.081 2.053 0.020 0.029 0.102
N 1.443 -1.328 0.997 -0.490 0.006 -0.180
C 2.696 -0.775 1.384 0.328 0.178 0.052
C 3.358 -1.166 2.478 -0.094 -0.079 -0.153
C 2.837 -2.209 3.336 -0.099 0.054 0.055
C 1.567 -2.635 3.112 0.079 0.041 0.096
C 0.890 -3.616 3.969 -0.017 -0.059 0.081
N 1.510 -4.361 4.837 -0.028 0.000 -0.026
H -3.235 -3.742 3.521 0.003 -0.006 0.002
H -4.475 -2.240 1.894 -0.002 0.001 -0.005
H -3.136 -0.573 0.629 -0.012 -0.029 -0.019
H 3.066 -0.009 0.711 -0.043 0.067 0.072
H 4.300 -0.688 2.715 -0.002 0.025 0.004
H 3.418 -2.604 4.157 -0.012 -0.020 0.007
C 3.087 -3.111 -1.896 -0.002 0.017 -0.026
C 2.321 -3.301 -0.588 -0.058 -0.007 0.036
C 3.267 -3.791 0.501 0.046 -0.012 -0.040
C 1.480 -2.016 -0.315 0.084 -0.061 0.018
H 3.563 -4.041 -2.217 0.004 -0.003 0.012
H 3.868 -2.357 -1.767 -0.005 0.004 0.000
H 2.432 -2.770 -2.702 -0.011 -0.016 -0.004
H 1.596 -4.106 -0.749 0.006 0.000 0.010
H 4.087 -3.091 0.666 0.002 0.000 -0.008
H 3.697 -4.748 0.194 0.000 -0.004 -0.012
H 2.763 -3.937 1.453 0.028 -0.029 -0.058
H 0.443 -2.272 -0.505 -0.036 0.010 -0.076
H 1.753 -1.243 -1.039 0.060 -0.002 0.013
C -1.529 1.749 -0.154 0.325 0.520 0.106
Ge -3.143 2.549 0.455 0.015 -0.009 -0.105
C -3.108 4.456 -0.026 -0.010 0.004 0.023
C -2.914 5.430 0.953 0.029 -0.002 0.034
C -2.793 6.772 0.616 -0.007 0.006 0.009
C -2.859 7.166 -0.711 0.003 0.002 -0.008
C -3.043 6.210 -1.700 0.003 0.018 0.007
C -3.162 4.871 -1.356 -0.058 -0.024 -0.010
C -3.543 2.370 2.360 0.039 -0.018 -0.018
C -4.578 3.121 2.919 0.002 0.048 -0.030
C -4.928 2.974 4.254 -0.007 -0.021 0.030
C -4.249 2.059 5.049 -0.013 -0.001 -0.009
C -3.229 1.295 4.503 0.010 -0.011 -0.006
C -2.879 1.449 3.167 0.002 0.007 -0.003
C -4.670 1.661 -0.443 0.001 0.004 -0.013
C -5.650 0.997 0.295 -0.008 0.004 0.021
C -6.674 0.297 -0.331 -0.015 -0.007 -0.003
C -6.740 0.247 -1.715 -0.004 -0.003 -0.009
C -5.771 0.896 -2.469 -0.004 -0.005 0.004
C -4.749 1.588 -1.835 0.026 -0.038 -0.008
H -2.843 5.138 1.994 0.007 -0.002 -0.008
H -2.638 7.509 1.395 0.003 -0.001 0.001
H -2.760 8.212 -0.976 -0.002 0.001 0.000
H -3.088 6.508 -2.741 0.004 -0.003 -0.002
H -3.303 4.144 -2.148 -0.005 -0.020 -0.007
H -5.122 3.833 2.306 0.012 0.003 -0.001
H -5.730 3.570 4.673 0.000 0.003 0.000
H -4.518 1.941 6.092 0.001 0.000 0.002
H -2.698 0.576 5.114 -0.001 -0.007 0.001
H -2.078 0.851 2.750 0.038 0.057 0.036
H -5.608 1.013 1.378 0.000 0.011 -0.003
H -7.418 -0.216 0.267 -0.002 0.000 0.000
H -7.536 -0.301 -2.205 0.001 0.000 0.000
H -5.806 0.853 -3.551 0.002 0.002 -0.003
H -3.985 2.055 -2.446 0.014 0.013 -0.003

=====

54
Properties=species:S:1:pos:R:3:forces:R:3 method="wB97M-V/def2-TZVPD" lumo_ev="-9.010 / -9.200" homo_energy_ha="-0.552 / -0.549" total_charge=+2 fmax_ev_per_a=4.1
Re -0.734 -0.160 -1.130 -1.137 3.012 -0.221
C 0.314 -1.778 3.613 -0.394 0.153 -0.653
Si -0.499 -1.653 1.903 -0.168 -0.117 0.079
C -2.406 -1.708 1.993 0.682 -0.026 -0.022
C 0.262 -2.995 0.771 -0.284 0.509 0.413
C -0.044 0.047 1.044 -0.873 -0.447 -0.556
C 1.364 0.064 0.661 0.592 0.096 -0.032
C 2.528 0.131 1.420 -0.384 0.009 -0.109
C 3.740 0.116 0.759 -0.056 -0.040 -0.222
C 3.768 0.037 -0.633 -0.235 0.071 -0.007
C 2.581 -0.001 -1.332 0.730 -0.097 -0.472
N 1.413 0.011 -0.683 -1.345 -0.121 0.002
Si -0.542 1.742 1.921 -0.276 0.117 0.063
C 0.342 3.074 0.885 -0.295 -0.436 0.349
C -2.439 1.906 1.928 0.655 -0.076 -0.143
C 0.054 1.758 3.725 -0.200 -0.106 -0.750
H 0.149 -2.780 3.999 -0.059 -0.234 0.004
H -0.113 -1.087 4.329 -0.100 0.149 0.099
H 1.387 -1.621 3.584 0.192 0.010 -0.077
H -2.777 -2.693 1.725 -0.059 -0.155 -0.068
H -2.888 -0.971 1.346 0.061 0.017 -0.012
H -2.737 -1.513 3.008 -0.052 0.085 0.202
H -0.337 -3.902 0.772 -0.152 -0.111 -0.027
H 1.253 -3.271 1.123 0.183 0.049 0.035
H 0.370 -2.681 -0.271 0.099 -0.054 -0.160
H 2.464 0.193 2.492 0.025 -0.002 0.151
H 4.665 0.166 1.313 0.093 -0.006 0.085
H 4.701 0.017 -1.170 0.084 0.012 -0.085
H 2.573 -0.036 -2.412 -0.114 -0.055 0.036
H 0.505 2.763 -0.146 0.072 0.005 -0.074
H 1.310 3.321 1.311 0.176 -0.029 0.108
H -0.231 3.995 0.859 -0.159 0.174 0.029
H -2.908 1.525 1.022 -0.013 -0.022 0.072
H -2.712 2.954 2.005 -0.017 0.259 0.053
H -2.877 1.395 2.778 -0.028 -0.148 0.175
H 1.081 1.441 3.862 0.227 -0.061 -0.013
H -0.578 1.156 4.367 -0.137 -0.151 0.053
H -0.013 2.779 4.091 -0.027 0.262 -0.010
S -6.706 0.110 -0.685 0.993 -0.118 -0.170
As -4.698 0.158 -0.818 -1.119 0.110 0.189
S -2.079 -2.029 -1.421 1.695 1.469 0.619
S -1.798 1.700 -1.355 1.896 -3.657 0.393
S -4.036 -1.926 -1.703 -0.665 0.075 -0.166
C 1.045 0.080 -5.720 0.059 -0.132 -0.074
C 1.083 1.207 -4.916 -0.072 0.048 0.365
C 0.629 1.141 -3.604 0.233 0.517 -0.209
C 0.121 -0.049 -3.116 -0.409 -0.329 1.432
C 0.095 -1.184 -3.900 -0.027 -0.544 -0.508
C 0.550 -1.107 -5.214 0.028 -0.084 0.119
H 1.419 0.122 -6.731 -0.022 0.025 -0.115
H 1.466 2.141 -5.294 0.032 0.117 -0.067
H 0.673 2.027 -2.985 0.022 0.031 -0.014
H -0.272 -2.136 -3.544 0.035 0.055 0.017
H 0.517 -1.996 -5.824 0.014 -0.077 -0.108

=====

What did the second record say?
54
Properties=species:S:1:pos:R:3:forces:R:3 method="wB97M-V/def2-TZVPD" lumo_ev="-9.010 / -9.200" homo_energy_ha="-0.552 / -0.549" total_charge=+2 fmax_ev_per_a=4.1
Re -0.734 -0.160 -1.130 -1.137 3.012 -0.221
C 0.314 -1.778 3.613 -0.394 0.153 -0.653
Si -0.499 -1.653 1.903 -0.168 -0.117 0.079
C -2.406 -1.708 1.993 0.682 -0.026 -0.022
C 0.262 -2.995 0.771 -0.284 0.509 0.413
C -0.044 0.047 1.044 -0.873 -0.447 -0.556
C 1.364 0.064 0.661 0.592 0.096 -0.032
C 2.528 0.131 1.420 -0.384 0.009 -0.109
C 3.740 0.116 0.759 -0.056 -0.040 -0.222
C 3.768 0.037 -0.633 -0.235 0.071 -0.007
C 2.581 -0.001 -1.332 0.730 -0.097 -0.472
N 1.413 0.011 -0.683 -1.345 -0.121 0.002
Si -0.542 1.742 1.921 -0.276 0.117 0.063
C 0.342 3.074 0.885 -0.295 -0.436 0.349
C -2.439 1.906 1.928 0.655 -0.076 -0.143
C 0.054 1.758 3.725 -0.200 -0.106 -0.750
H 0.149 -2.780 3.999 -0.059 -0.234 0.004
H -0.113 -1.087 4.329 -0.100 0.149 0.099
H 1.387 -1.621 3.584 0.192 0.010 -0.077
H -2.777 -2.693 1.725 -0.059 -0.155 -0.068
H -2.888 -0.971 1.346 0.061 0.017 -0.012
H -2.737 -1.513 3.008 -0.052 0.085 0.202
H -0.337 -3.902 0.772 -0.152 -0.111 -0.027
H 1.253 -3.271 1.123 0.183 0.049 0.035
H 0.370 -2.681 -0.271 0.099 -0.054 -0.160
H 2.464 0.193 2.492 0.025 -0.002 0.151
H 4.665 0.166 1.313 0.093 -0.006 0.085
H 4.701 0.017 -1.170 0.084 0.012 -0.085
H 2.573 -0.036 -2.412 -0.114 -0.055 0.036
H 0.505 2.763 -0.146 0.072 0.005 -0.074
H 1.310 3.321 1.311 0.176 -0.029 0.108
H -0.231 3.995 0.859 -0.159 0.174 0.029
H -2.908 1.525 1.022 -0.013 -0.022 0.072
H -2.712 2.954 2.005 -0.017 0.259 0.053
H -2.877 1.395 2.778 -0.028 -0.148 0.175
H 1.081 1.441 3.862 0.227 -0.061 -0.013
H -0.578 1.156 4.367 -0.137 -0.151 0.053
H -0.013 2.779 4.091 -0.027 0.262 -0.010
S -6.706 0.110 -0.685 0.993 -0.118 -0.170
As -4.698 0.158 -0.818 -1.119 0.110 0.189
S -2.079 -2.029 -1.421 1.695 1.469 0.619
S -1.798 1.700 -1.355 1.896 -3.657 0.393
S -4.036 -1.926 -1.703 -0.665 0.075 -0.166
C 1.045 0.080 -5.720 0.059 -0.132 -0.074
C 1.083 1.207 -4.916 -0.072 0.048 0.365
C 0.629 1.141 -3.604 0.233 0.517 -0.209
C 0.121 -0.049 -3.116 -0.409 -0.329 1.432
C 0.095 -1.184 -3.900 -0.027 -0.544 -0.508
C 0.550 -1.107 -5.214 0.028 -0.084 0.119
H 1.419 0.122 -6.731 -0.022 0.025 -0.115
H 1.466 2.141 -5.294 0.032 0.117 -0.067
H 0.673 2.027 -2.985 0.022 0.031 -0.014
H -0.272 -2.136 -3.544 0.035 0.055 0.017
H 0.517 -1.996 -5.824 0.014 -0.077 -0.108